# 1
C12H20N4O4 | wB97M-V/def2-TZVPD

The geometry in XYZ format:
```
40
Properties=species:S:1:pos:R:3
O -0.56732 -3.10664 2.30449
O -2.44250 1.44861 0.66387
O 0.50402 0.85601 2.61621
O 1.14626 0.59168 -1.28432
N 2.18781 -1.46430 1.05898
C -0.09807 -2.07158 1.81946
C -1.56779 0.96524 -0.05534
C 0.30309 1.12240 1.43550
C 0.29516 -0.17899 -0.83398
C 1.37804 -1.92646 2.00826
N 0.37967 3.07146 -0.26256
N -1.34311 -0.98116 -2.55957
N -0.91642 -1.17875 1.12077
C 3.61878 -1.43429 1.48136
C 0.49718 4.52474 -0.50979
C -2.00245 -2.10223 -3.27973
C -2.37720 -1.47854 1.19005
C 0.68831 2.56333 1.10970
C -0.12622 -1.31082 -1.81377
C -0.41285 0.11305 0.48273
H -1.58987 1.29980 -1.10187
H 1.71332 -2.34163 2.95102
H 0.96035 2.56065 -0.94482
H -1.17800 -0.17750 -3.17306
H 3.89954 -2.39722 1.89897
H 3.77609 -0.64507 2.21362
H 4.27599 -1.21804 0.65409
H 1.49208 4.87719 -0.30224
H 0.27422 4.68829 -1.55835
H -0.18037 5.12919 0.11711
H -2.14453 -2.95879 -2.63412
H -1.40018 -2.41787 -4.17452
H -2.97262 -1.78052 -3.67800
H -2.57111 -2.49922 1.28158
H -2.82406 -0.99793 2.07043
H -2.94871 -1.16405 0.31455
H 0.13996 3.18335 1.80320
H 1.77388 2.64805 1.32541
H 0.68743 -1.55551 -2.51708
H -0.32780 -2.25592 -1.23823
```

Calculated values
- E_HOMO (eV) = -9.028
- energy relative to the best compared isomer or geometry (same formula, charge and spin) (kcal/mol) = 127.8
- net charge = 0
- SMILES = C/N=C/C(=O)N(C)C(C=O)(C(=O)CNC)C(=O)CNC

# 2
C12H21AuN5O3PS2 | wB97M-V/def2-TZVPD

The geometry in XYZ format:
```
45
Properties=species:S:1:pos:R:3
Au 1.15362 -1.32218 0.71451
C 0.55846 3.81950 -0.62545
S 0.77586 2.03146 -0.53758
O 1.48517 1.65073 -1.78886
C 1.99136 2.05286 0.77967
C 3.32537 1.88861 0.45434
C 4.26684 1.86056 1.47471
C 3.86676 1.99605 2.79587
C 2.52158 2.15519 3.10863
C 1.57477 2.17555 2.09788
H 1.51938 4.26734 -0.87456
H 0.19342 4.18793 0.33259
H -0.17035 4.01636 -1.40981
H 3.60334 1.76239 -0.58411
H 5.31283 1.72023 1.23536
H 4.60298 1.96517 3.58849
H 2.21026 2.24444 4.14121
H 0.52000 2.26177 2.33342
O 4.51800 -2.05537 -1.98883
S 3.69482 -1.42137 -0.96971
N 2.42958 -2.12023 -0.60443
N -3.75700 -0.82394 1.27207
C -3.57360 -0.24541 2.45319
N -4.65440 0.22480 3.11951
N -2.40586 -0.07208 3.05401
C -1.32123 -0.39341 2.40918
N -0.31365 -0.66125 1.91515
H -4.68162 -0.86692 0.88161
H -3.00489 -1.23433 0.69883
H -5.57670 -0.08428 2.87323
H -4.49600 0.52384 4.06556
C -0.23106 -0.89325 -2.86847
P -1.37752 -2.03908 -2.10397
C -0.47870 -3.57216 -1.84926
C -2.60461 -2.41606 -3.37514
O -2.02840 -1.50595 -0.86426
H 0.19993 -1.32699 -3.77203
H 0.57678 -0.65238 -2.17799
H -0.75223 0.03007 -3.12244
H -0.17047 -3.99156 -2.80812
H -1.12579 -4.28254 -1.33391
H 0.41393 -3.38444 -1.25224
H -2.13065 -2.78932 -4.28314
H -3.16533 -1.51109 -3.60978
H -3.29497 -3.16928 -2.99496
```

Calculated values
- E_HOMO (eV) = -8.308
- net charge = 0

# 3
C12H21BCaN5 | wB97M-V/def2-TZVPD

The geometry in XYZ format:
```
40
Properties=species:S:1:pos:R:3
Ca -1.20736 0.59232 0.62388
C -0.05441 -2.14482 1.74113
C 0.98936 -1.10680 2.16419
N 0.41430 0.23013 2.47940
C 1.40002 1.33373 2.37836
C 1.84150 1.58106 0.93504
C 3.11744 1.98456 0.59606
C 3.42360 2.13600 -0.75244
C 2.48050 1.84662 -1.72327
C 1.21702 1.43796 -1.31882
C 0.12800 1.07904 -2.33267
N -0.96923 0.23720 -1.80862
C -0.78112 -1.23995 -1.93507
C -0.03937 -1.88522 -0.76154
N -0.79253 -1.76416 0.51370
N 0.92595 1.35497 -0.01915
H -0.79390 -2.27389 2.53327
H 0.44747 -3.10928 1.61499
H 1.71419 -0.96504 1.36064
H 1.55389 -1.50125 3.01284
H 0.03529 0.21577 3.42000
H 2.28795 1.14366 2.98764
H 0.93228 2.23741 2.77527
H 3.86324 2.16284 1.35924
H 4.41761 2.45093 -1.04335
H 2.72398 1.91795 -2.77512
H 0.60991 0.60890 -3.19548
H -0.30902 2.00766 -2.70524
H -1.82707 0.47776 -2.29340
H -0.24541 -1.46215 -2.86227
H -1.77617 -1.67478 -2.01866
H 0.93508 -1.40836 -0.63053
H 0.16025 -2.93549 -0.99200
H -1.65080 -2.30198 0.44067
B -4.43261 -0.55195 -0.65950
C -3.94562 0.51421 0.42248
N -3.31977 1.18279 1.13760
H -3.51817 -1.37134 -0.64735
H -4.49491 0.01816 -1.72701
H -5.46136 -1.05516 -0.29488
```

Calculated values
- E_HOMO (eV) = -12.554
- energy relative to the best compared isomer or geometry (same formula, charge and spin) (kcal/mol) = 0.0
- net charge = +1

# 4
C12H21Br2N2O9PSc | wB97M-V/def2-TZVPD

The geometry in XYZ format:
```
48
Properties=species:S:1:pos:R:3
Sc 0.82403 -0.26125 0.06887
O -1.19298 3.23604 0.74771
C -0.61144 2.15749 1.13273
O 0.35795 1.70004 0.50091
C -1.23423 1.37994 2.24442
C -2.05807 0.27091 1.51894
C -3.03449 -0.36059 2.50289
C -2.07905 -1.20636 3.39198
C -0.71761 -0.90966 2.77509
O -1.04004 -0.76070 1.34440
C -0.23103 0.50967 3.09469
C 1.22866 0.68649 2.65600
O 1.89174 1.58809 3.08905
O 1.64202 -0.22497 1.76696
H -1.86672 2.03306 2.83407
H -2.46666 0.55040 0.56067
H -3.58351 0.39924 3.06001
H -3.75364 -0.98348 1.97582
H -2.10580 -0.93005 4.44572
H -2.30405 -2.26923 3.31589
H 0.03192 -1.67373 2.91041
H -0.28164 0.75792 4.14624
Br 3.60683 -1.26532 -0.65458
C 4.38780 -2.61267 0.53865
Br 3.25010 -3.78724 1.53650
H 4.99702 -2.06530 1.23399
H 4.98777 -3.23323 -0.09903
O -0.63214 -3.00288 -2.35719
C -0.30864 -2.97263 -1.12474
O 0.49428 -2.16849 -0.61107
H -0.79597 -3.71722 -0.50577
N 0.94956 -1.19130 -3.87997
C 0.09899 0.02604 -3.95152
P 0.08441 0.83139 -2.31660
O 1.50120 0.68405 -1.75197
O -0.86290 0.13929 -1.35361
C -0.36692 2.55238 -2.71958
N 0.00697 3.58585 -1.72645
H 1.81872 -0.97322 -3.40535
H 1.18639 -1.51862 -4.80811
H -0.17121 -2.20762 -2.91381
H -0.92519 -0.24542 -4.21564
H 0.47741 0.72752 -4.69648
H -1.44746 2.55975 -2.86117
H 0.09739 2.74702 -3.69008
H -0.06748 4.49651 -2.16138
H 0.97083 3.47147 -1.43706
H -0.75312 3.45061 -0.15143
```

Calculated values
- E_HOMO (eV) = -12.481
- energy relative to the best compared isomer or geometry (same formula, charge and spin) (kcal/mol) = 17.9
- net charge = +1

# 5
C12H21Br8N | wB97M-V/def2-TZVPD

The geometry in XYZ format:
```
42
Properties=species:S:1:pos:R:3
Br 5.73533 0.94519 0.86403
C 5.74908 1.05834 2.80992
C 4.80722 0.07823 3.45362
Br 2.90467 0.44703 2.95130
H 5.52360 2.08180 3.10560
H 6.76312 0.91289 3.18321
H 4.87299 0.10056 4.53812
H 4.97224 -0.93924 3.12183
Br -3.00256 2.12059 0.04433
C -3.85404 1.38355 1.66493
C -5.36902 1.36003 1.50957
Br -5.94483 -0.00506 0.19664
H -3.53611 2.08000 2.43268
H -3.43429 0.39016 1.76667
H -5.71914 2.28400 1.05711
H -5.89540 1.23824 2.45146
Br 5.48622 -3.41127 1.63154
C 3.65514 -2.62098 1.54820
C 2.75205 -3.45535 0.67108
Br 2.09448 -5.01247 1.61015
H 3.84806 -1.63258 1.14058
H 3.32789 -2.50590 2.57471
H 3.27562 -3.73062 -0.24252
H 1.90465 -2.87245 0.31062
Br -3.60034 -0.20043 -4.97587
C -4.62453 0.65300 -3.52405
C -5.05496 1.98344 -4.09131
Br -6.50092 2.70932 -2.91321
H -3.94071 0.77797 -2.69323
H -5.44351 -0.00984 -3.27338
H -5.45585 1.98504 -5.09758
H -4.20436 2.66249 -4.09563
N 0.04863 0.62193 -0.86936
C -0.17321 -0.07929 -2.00338
C 0.93211 -0.86180 -2.29682
C 1.85962 -0.56979 -1.25339
C 1.27735 0.31443 -0.37207
H -0.59528 1.32143 -0.53979
H -1.02189 0.15803 -2.62754
H 1.06905 -1.48988 -3.15728
H 2.87064 -0.94544 -1.18654
H 1.64118 0.67469 0.57506
```

Calculated values
- E_HOMO (eV) = -8.223
- energy relative to the best compared isomer or geometry (same formula, charge and spin) (kcal/mol) = 0.0
- net charge = 0
- SMILES = c1cc[nH]c1.BrCCBr.BrCCBr.BrCCBr.BrCCBr